Computed, not measured: a cluster of 11 separate species, C33H60O33 in total in a non-equilibrium geometry, with ωB97M-V/def2-TZVPD.

XYZ file:
```
126
Properties=species:S:1:pos:R:3:mulliken_charge:R:1
C 4.1660 -2.3217 3.1377 -0.437
C 3.3295 -1.2769 3.8172 0.480
O 2.4874 -2.1251 4.6032 -0.305
C 2.5203 -3.3360 4.1803 0.858
O 1.6376 -4.1524 4.4573 -0.297
O 3.3224 -3.4312 3.1411 -0.212
H 5.1195 -2.6043 3.5839 0.338
H 4.4283 -2.0262 2.1219 0.206
H 2.7550 -0.7444 3.0592 -0.175
H 3.9821 -0.8323 4.5685 0.335
C -0.2712 -0.1774 -0.2711 0.129
C -0.1889 -0.0278 1.1880 1.394
O 1.1854 -0.4465 1.4590 -0.198
C 1.6645 -1.0874 0.3868 0.994
O 2.7889 -1.5975 0.2491 -0.710
O 0.7858 -1.0234 -0.6172 -0.388
H -0.0130 0.7237 -0.8275 -0.342
H -1.1986 -0.6518 -0.5919 0.121
H -0.9380 -0.6046 1.7304 -1.233
H -0.3007 1.0297 1.4272 0.099
C 3.8651 3.5806 -0.5279 -0.448
C 2.5707 2.8045 -0.4246 0.415
O 2.9149 2.1401 0.7850 -0.203
C 3.9466 2.6725 1.4634 0.515
O 4.3055 2.3726 2.6035 -0.596
O 4.4858 3.6718 0.7703 -0.350
H 3.5871 4.5560 -0.9272 0.290
H 4.5175 3.0680 -1.2348 0.283
H 2.4621 2.1175 -1.2639 -0.158
H 1.6152 3.3274 -0.3828 0.168
C -4.3470 2.1301 0.4150 -0.645
O -4.7596 0.9508 0.9696 -0.293
C -4.0991 0.4474 2.1169 0.553
O -2.8781 0.6087 2.4018 -0.112
O -4.8857 -0.4090 2.8441 -0.255
C -6.2338 -0.7424 2.3083 -0.698
H -3.2641 2.2546 0.4101 0.185
H -4.7675 3.0259 0.8722 0.314
H -4.5141 2.1609 -0.6616 0.244
H -6.7048 0.0939 1.7917 0.325
H -6.7525 -0.7393 3.2669 0.260
H -6.1642 -1.6811 1.7587 0.273
C -3.4718 -0.3725 -3.7095 -0.296
O -3.8086 -1.4669 -4.5017 -0.331
C -4.5365 -2.4217 -3.9887 0.776
O -5.1030 -2.3704 -2.9071 -0.588
O -4.3701 -3.5818 -4.6897 -0.331
C -4.8518 -4.7727 -4.1995 -0.573
H -4.3554 0.1088 -3.2903 0.473
H -2.9612 0.3024 -4.3964 0.094
H -2.8268 -0.5234 -2.8438 0.010
H -4.7007 -5.4223 -5.0616 0.235
H -5.9257 -4.6701 -4.0429 0.305
H -4.2470 -5.0737 -3.3441 0.219
C -1.3133 -2.2535 3.9754 -0.235
O -2.1416 -2.3781 5.0799 -0.304
C -2.6230 -1.1956 5.6341 0.739
O -2.1978 -0.0405 5.4100 -0.521
O -3.6183 -1.5375 6.4454 -0.344
C -4.3490 -0.6494 7.2365 -0.679
H -0.9576 -3.2303 3.6476 0.334
H -0.4977 -1.5510 4.1472 0.359
H -1.8316 -1.7827 3.1401 0.033
H -5.3193 -1.0797 7.4844 0.274
H -4.6261 0.2714 6.7232 0.314
H -3.7773 -0.3062 8.0988 0.315
C 0.3419 -0.2457 -4.1141 -0.064
O 0.1530 0.5968 -5.2532 -0.180
C 1.2550 1.0877 -5.8886 0.714
O 2.4482 0.9975 -5.5287 -0.626
O 0.8628 1.8545 -6.8615 -0.322
C 1.7223 2.7299 -7.5504 -0.787
H -0.5765 -0.6192 -3.6611 -0.142
H 0.8805 0.3957 -3.4166 -0.029
H 1.0169 -1.0794 -4.3073 0.442
H 2.7202 2.9729 -7.1855 0.360
H 1.1681 3.6199 -7.8483 0.293
H 1.9753 2.1965 -8.4667 0.316
C 1.2428 -5.4746 0.9013 -0.501
O 0.0523 -4.6264 1.2096 -0.277
C -0.7643 -4.1721 0.2394 0.973
O -1.8994 -3.8029 0.4732 -0.652
O -0.2248 -4.3275 -0.9210 -0.277
C -0.9658 -4.0237 -2.0794 -0.739
H 1.9552 -4.7986 0.4284 0.093
H 1.0682 -6.3235 0.2401 0.341
H 1.6203 -5.9130 1.8251 0.246
H -1.9441 -4.5020 -2.0327 0.406
H -0.4276 -4.4918 -2.9036 0.329
H -1.1307 -3.0023 -2.4224 0.108
C 1.8441 4.8975 -3.9665 -0.468
O 1.0865 4.3096 -2.8518 -0.282
C -0.0290 3.6077 -2.9515 0.726
O -0.3381 2.8678 -2.0695 -0.393
O -0.6944 3.6883 -4.1423 -0.386
C -1.7936 2.8012 -4.4463 -0.726
H 2.8710 5.1028 -3.6641 0.233
H 1.3047 5.8251 -4.1580 0.346
H 1.8328 4.2864 -4.8689 0.087
H -2.6351 3.2907 -4.9366 0.437
H -2.1700 2.2473 -3.5863 0.260
H -1.5607 2.0526 -5.2036 0.226
C -1.1030 3.6436 3.8594 -0.543
O -1.7232 4.9651 3.8552 -0.282
C -2.1529 5.4500 5.0269 0.786
O -2.3002 4.8012 6.1409 -0.613
O -2.5022 6.7117 4.7876 -0.322
C -3.2907 7.4656 5.7341 -0.642
H -0.4350 3.5315 4.7134 0.365
H -0.4587 3.4800 2.9955 0.169
H -1.7378 2.7588 3.8132 0.204
H -4.3500 7.2996 5.5383 0.268
H -3.0352 8.5240 5.7845 0.243
H -3.1041 7.0184 6.7104 0.327
C 9.2769 -1.7771 -1.7636 -0.648
O 7.9634 -1.9592 -1.2331 -0.279
C 7.2686 -3.0678 -1.5362 0.578
O 7.5684 -3.9037 -2.3964 -0.551
O 6.0862 -3.0091 -0.7708 -0.125
C 5.0371 -3.8974 -0.9303 -0.480
H 9.8343 -2.6686 -1.4761 0.317
H 9.7317 -0.9513 -1.2165 0.238
H 9.3463 -1.5951 -2.8360 0.278
H 4.1407 -3.6577 -0.3584 -0.119
H 5.2936 -4.9394 -0.7390 0.390
H 4.6267 -3.9492 -1.9388 0.356
```

* total charge: +1
* spin multiplicity: 2
* strongest force on any atom: 5.860 eV Å⁻¹
* LUMO energy (spin up / spin down): -2.195 / -9.304 eV